Entry 1:
Molecular formula: C4H7NO3
Method: DFT, ωB97M-V/def2-TZVPD

The lowest unoccupied orbital energy is 0.48 eV. As for the spin multiplicity: 1. As for the frontier orbital gap: 9.295 eV. The SMILES is CO[C@]1(O)C(=O)[C@H]1N. Its relative energy (zero: lowest compared OMol25 entry of this formula, charge and spin) is 382.8 kJ/mol. As for the total charge: 0. The value obtained for the highest occupied orbital energy is -8.813 eV.

```
15
C4H7NO3 | the OMol25 dataset | ωB97M-V/def2-TZVPD
C 2.3700 0.6781 -0.0670
C -0.0503 -1.2088 0.2700
C 0.0248 0.2649 0.1212
N -2.4120 -0.3160 -0.0978
C -1.0767 -0.5362 -0.5811
O 1.1144 0.5891 -0.7302
O -0.2899 1.1104 1.1575
O 0.2713 -2.2243 0.8072
H -1.2258 1.3516 1.0716
H -3.0090 -0.0293 -0.8671
H -2.8550 -1.1249 0.3231
H -0.9369 -0.6776 -1.6538
H 2.6951 -0.3118 0.2669
H 3.0657 1.0742 -0.8048
H 2.3144 1.3606 0.7843
```

***

Entry 2:
Molecular formula: C5H11N3
Method: DFT, ωB97M-V/def2-TZVPD

The lowest unoccupied orbital energy is 0.97 eV. As for the spin multiplicity: 1. As for the frontier orbital gap: 9.823 eV. The SMILES is N[C@@H]1[C@@H]2CN[C@H]1[C@H]2N. Its relative energy (zero: lowest compared OMol25 entry of this formula, charge and spin) is 183.9 kJ/mol. As for the total charge: 0. The value obtained for the highest occupied orbital energy is -8.855 eV.

```
19
C5H11N3 | the OMol25 dataset | ωB97M-V/def2-TZVPD
C -1.0048 -0.8059 -0.0674
C 0.0172 -0.4281 1.0668
C 0.0402 1.1192 0.7629
C 0.0780 -0.3238 -1.0453
C 1.0949 -0.8294 -0.0373
H -3.0401 -0.6653 -0.5031
H -2.2766 0.7402 -0.4933
H -1.1128 -1.9143 -0.1335
H -0.0206 -0.8387 2.0942
H 0.9034 1.6843 1.1651
H -0.8535 1.6030 1.0892
H -0.5944 1.6179 -1.1731
H 0.1344 -0.5282 -2.0770
H 1.1846 -1.8891 -0.0319
H 2.9188 -0.2176 0.6322
H 2.2882 0.7747 -0.3770
N -2.3257 -0.1032 0.0331
N 0.1680 1.1893 -0.7330
N 2.4007 -0.1849 -0.1717
```

***

Entry 3:
Molecular formula: C21H35F6IN7O6
Method: DFT, ωB97M-V/def2-TZVPD

The lowest unoccupied orbital energy is -4.37 eV. As for the spin multiplicity: 1. As for the frontier orbital gap: 7.048 eV. As for the total charge: +1. The value obtained for the highest occupied orbital energy is -11.421 eV.

```
76
C21H35F6IN7O6 | the OMol25 dataset | ωB97M-V/def2-TZVPD
C 1.2883 -3.9870 5.4314
C 0.1911 -2.8947 5.3135
C -1.1640 -3.5409 5.5613
O -1.9026 -3.1782 6.3760
O -1.4593 -4.5765 4.7005
C -2.7486 -4.4456 4.1059
C -2.9135 -3.2124 3.2013
C -2.5362 -3.3301 1.7484
N -3.0775 -2.4328 0.9144
C -2.5431 -2.7127 -0.2982
N -2.8643 -1.9596 -1.3318
C -3.7892 -0.8490 -1.1068
C -2.2677 -2.1908 -2.6610
C -1.5437 -0.8617 -3.0878
C -0.1771 -1.1316 -3.7611
C 0.2152 0.1569 -4.5453
N 0.0498 1.3456 -3.6849
C 1.2385 2.0070 -3.3566
N 1.1513 3.2364 -3.0801
N 2.4743 1.2872 -3.2908
N -1.7199 -3.7681 -0.2303
N -1.7332 -4.1194 1.0811
I -0.5807 -5.6451 1.7899
H 0.9722 -4.9123 4.9321
H 2.2527 -3.6840 5.0138
H 1.3847 -4.2372 6.4968
H 0.3573 -2.0380 5.9687
H 0.2059 -2.5201 4.2758
H -3.4998 -4.4069 4.9054
H -2.9529 -5.3619 3.5403
H -2.4066 -2.3167 3.5903
H -3.9793 -2.9500 3.2207
H -3.9904 -0.3349 -2.0520
H -4.7386 -1.1822 -0.6794
H -3.3413 -0.0927 -0.4501
H -3.0113 -2.5112 -3.3973
H -1.4766 -2.9422 -2.5514
H -2.2235 -0.2702 -3.7110
H -1.3178 -0.3320 -2.1572
H 0.6012 -1.2512 -2.9919
H -0.1846 -2.0040 -4.4268
H -0.5409 0.2448 -5.3425
H 1.1931 0.0751 -5.0277
H -0.5103 2.0561 -4.1445
H 2.0600 3.6200 -2.8336
H 2.8373 1.2477 -4.2418
H 3.1396 1.8028 -2.7282
H -1.2133 -4.1781 -0.9990
C -0.3393 5.7733 -3.3761
C -1.8107 6.0154 -3.1206
O -2.3399 7.0097 -4.0180
C -2.6738 6.5785 -5.2297
O -2.5676 5.4511 -5.6216
C -3.2642 7.7308 -6.0519
F -2.5391 8.8543 -5.9295
F -4.5159 8.0140 -5.6477
F -3.3196 7.4299 -7.3523
H 0.2148 6.7137 -3.3226
H 0.0633 5.0844 -2.6467
H -0.1741 5.3586 -4.3695
H -1.9526 6.4070 -2.1142
H -2.3879 5.0929 -3.1926
C 7.2076 0.3011 4.6108
C 5.8468 0.2353 5.2707
O 4.8058 0.0441 4.2908
C 4.6106 -1.2030 3.8799
O 5.2186 -2.1656 4.2470
C 3.4447 -1.2473 2.8848
F 3.5143 -0.2633 1.9746
F 2.2603 -1.1187 3.5188
F 3.4051 -2.4019 2.2080
H 7.2206 1.0718 3.8388
H 7.9781 0.5264 5.3473
H 7.4565 -0.6440 4.1274
H 5.6279 1.1797 5.7658
H 5.8049 -0.5456 6.0299
```

***

Entry 4:
Molecular formula: C12H8ClN6O6S
Method: DFT, ωB97M-V/def2-TZVPD

The lowest unoccupied orbital energy is 2.20 eV. As for the spin multiplicity: 1. As for the frontier orbital gap: 7.187 eV. Its relative energy (zero: lowest compared OMol25 entry of this formula, charge and spin) is 0.0 kJ/mol. As for the total charge: -1. The value obtained for the highest occupied orbital energy is -4.983 eV.

```
34
C12H8ClN6O6S | the OMol25 dataset | ωB97M-V/def2-TZVPD
Cl -0.1839 -1.6325 -2.1012
C 0.2884 -0.1959 -1.0541
S -1.0151 -0.2784 0.3161
C -2.6470 -0.4823 -0.4686
C -3.4383 0.6391 -0.7028
C -4.7048 0.4784 -1.2455
C -5.2264 -0.7791 -1.4978
C -4.4849 -1.8849 -1.1122
C -3.2236 -1.7467 -0.5549
O -0.8232 -1.4616 1.1180
O -0.9113 1.0208 0.9485
H 0.1198 0.7636 -1.6253
H -3.0599 1.6348 -0.5008
H -5.3152 1.3359 -1.4728
H -6.2315 -0.8975 -1.8753
H -4.8985 -2.8696 -1.2454
H -2.6831 -2.6255 -0.2180
O 5.0172 0.0928 3.4614
N 4.6249 0.9983 2.7123
O 4.9783 2.1975 2.8315
C 3.6203 0.6381 1.6664
C 2.9742 1.6245 0.9266
C 2.0892 1.3797 -0.0963
N 1.5878 2.5453 -0.7372
O 1.8797 3.7115 -0.3924
O 0.8670 2.2973 -1.7440
C 1.6520 -0.0283 -0.5163
N 2.1827 -0.9589 0.5228
N 2.0742 -2.3203 0.4195
N 2.8966 -2.8442 1.2952
N 3.5406 -1.8905 1.9925
C 3.1366 -0.7019 1.4822
H 3.2877 2.6559 0.9185
H 2.0293 -0.4154 -1.4506
```

***

Entry 5:
Molecular formula: C4H4GaO6
Method: DFT, ωB97M-V/def2-TZVPD

The lowest unoccupied orbital energy is -5.73 eV. As for the spin multiplicity: 1. As for the frontier orbital gap: 7.637 eV. As for the total charge: +1. The value obtained for the highest occupied orbital energy is -13.364 eV.

```
15
C4H4GaO6 | the OMol25 dataset | ωB97M-V/def2-TZVPD
O 2.7525 -0.4232 -1.2273
C 3.8620 -0.2537 -0.5311
O 3.7575 0.6956 0.3751
O 4.8517 -0.9875 -0.6438
Ga 2.0427 0.9454 -0.2247
O -1.7053 1.2726 -0.2101
C -0.5747 0.9325 0.3373
C -2.5965 0.0981 -0.2605
O 0.4899 1.4761 0.0562
O -0.6105 -0.2439 0.9121
C -1.8909 -0.8751 0.6951
H -3.5840 0.4000 0.1014
H -2.6883 -0.1989 -1.3090
H -1.7182 -1.8653 0.2644
H -2.3880 -0.9728 1.6648
```